Entry 1:
{"formula": "C4H4O3", "method": "the ωB97M-V functional and the def2-TZVPD basis", "symbols": ["O", "C", "C", "C", "O", "C", "O", "H", "H", "H", "H"], "xyz": [[-0.800, -2.027, 0.560], [-0.950, -1.004, -0.253], [0.127, -0.030, -0.189], [0.356, 0.638, 1.112], [1.306, -0.245, 0.586], [0.329, 0.811, -1.421], [-0.440, 0.893, -2.342], [-1.637, -2.383, 0.249], [0.628, 1.694, 1.108], [-0.206, 0.286, 1.977], [1.287, 1.367, -1.387]], "atomic_forces_ev_per_a": [[-0.288, 0.692, -0.789], [-0.058, 0.510, -0.255], [-0.061, 0.022, -0.240], [-0.046, 0.237, 0.276], [0.307, -0.026, 0.109], [-0.103, 0.159, -0.314], [0.454, -0.033, 0.507], [-0.270, -1.494, 0.937], [-0.025, -0.137, -0.009], [0.085, 0.023, -0.142], [0.006, 0.047, -0.081]], "mulliken_charge": [-0.275, -1.038, 1.663, -0.579, -0.435, -0.316, -0.441, 0.548, 0.284, 0.253, 0.336], "homo_lumo_gap_ev": 9.3, "e_lumo_ev": 0.28, "multiplicity": 1, "energy_ev": -10350.5671, "charge": 0, "e_homo_ev": -9.039}

Entry 2:
{"formula": "C4H4O3", "method": "the ωB97M-V functional and the def2-TZVPD basis", "symbols": ["C", "C", "O", "C", "O", "C", "O", "H", "H", "H", "H"], "xyz": [[-1.742, 0.122, -0.569], [-0.321, -0.195, -0.188], [0.393, -0.641, -1.070], [0.619, -0.077, 1.085], [0.453, 0.075, 2.263], [1.976, -0.047, 0.377], [2.309, 1.096, 0.169], [-2.499, -0.317, 0.081], [-1.840, -0.284, -1.583], [-1.907, 1.203, -0.626], [2.558, -0.933, 0.063]], "atomic_forces_ev_per_a": [[-0.058, 0.002, 0.139], [0.129, -0.344, -0.569], [-0.339, -0.060, 0.016], [-0.319, 0.062, 0.248], [-0.452, -0.274, -1.004], [0.464, 0.724, 0.167], [0.492, -0.369, -0.086], [0.125, 0.079, 0.157], [-0.120, 0.106, 0.301], [0.109, -0.106, 0.236], [-0.031, 0.181, 0.395]], "mulliken_charge": [-1.026, 0.639, -0.474, 0.480, -0.499, 0.112, -0.445, 0.306, 0.328, 0.258, 0.321], "homo_lumo_gap_ev": 9.0, "e_lumo_ev": -0.62, "multiplicity": 1, "energy_ev": -10353.1833, "charge": 0, "e_homo_ev": -9.610}

Entry 3:
{"formula": "C4H4OS", "method": "the ωB97M-V functional and the def2-TZVPD basis", "symbols": ["C", "C", "O", "C", "C", "S", "H", "H", "H", "H"], "xyz": [[-1.375, 0.710, 0.105], [-0.347, -0.334, 0.355], [-0.545, -1.392, 0.908], [0.977, 0.017, -0.216], [2.012, -0.887, -0.317], [3.106, -1.988, -0.182], [-1.971, 0.446, -0.834], [-2.100, 0.822, 0.823], [-0.903, 1.633, -0.109], [1.146, 0.975, -0.534]], "atomic_forces_ev_per_a": [[-0.205, -0.794, -2.922], [0.690, -0.751, -0.212], [-0.294, 0.044, 0.137], [2.110, -3.806, 0.235], [-1.774, 0.911, 1.119], [-0.810, 0.912, -0.413], [0.944, 0.106, 0.993], [-1.465, 0.073, 2.088], [0.346, 1.085, -0.114], [0.458, 2.222, -0.910]], "mulliken_charge": [-1.116, 0.879, -0.551, -0.179, -0.019, -0.276, 0.243, 0.370, 0.329, 0.319], "homo_lumo_gap_ev": 8.3, "e_lumo_ev": -0.60, "multiplicity": 1, "energy_ev": -17093.7576, "charge": 0, "e_homo_ev": -8.952}

Entry 4:
{"formula": "C4H4OS", "method": "the ωB97M-V functional and the def2-TZVPD basis", "symbols": ["C", "C", "C", "C", "O", "S", "H", "H", "H", "H"], "xyz": [[0.899, 1.387, -2.210], [-0.476, -0.138, -1.194], [0.005, -0.058, 0.008], [-0.485, -0.682, 1.233], [1.087, 0.767, 0.352], [1.657, 1.753, -0.850], [-1.008, -0.637, -1.930], [-1.156, -1.445, 0.846], [0.378, -1.103, 1.824], [-0.902, 0.155, 1.921]], "atomic_forces_ev_per_a": [[-1.672, -1.754, 1.307], [3.700, 3.485, -1.346], [1.219, 1.085, 0.222], [0.285, 0.342, 1.847], [-0.604, -0.232, 0.416], [-0.527, -0.495, -0.916], [-1.099, -0.774, -0.646], [-0.462, -0.095, 1.095], [-0.966, 0.108, -0.736], [0.127, -1.668, -1.244]], "mulliken_charge": [-0.250, -0.509, 0.631, -0.937, -0.326, 0.186, 0.376, 0.315, 0.279, 0.235], "homo_lumo_gap_ev": 9.1, "e_lumo_ev": -0.10, "multiplicity": 1, "energy_ev": -17089.5442, "charge": 0, "e_homo_ev": -9.248}

Q: Number 4 is which compound?
A: C4H4OS